Density functional theory data (wB97M-V/def2-TZVPD) for a molecular structure, C40H63Br38N2O3P2 in a non-equilibrium geometry.

Calculated values
**Energy**: -2731800.4908 eV
**Lowest unoccupied orbital energy**: -2.1592 eV
**Frontier orbital gap**: 0.28365 hartree
**M**: 3718.255 g mol⁻¹
**Relative energy (zero: lowest compared OMol25 entry of this formula, charge and spin)**: 0.0 kJ/mol
**Maximum force**: 3.16 eV/Å

```
! wB97M-V def2-TZVPD RIJCOSX def2/J DEFGRID3
* xyz 1 1
C -3.2739 -4.4088 2.0649
C -3.0595 -3.5577 3.3497
C -1.6489 -2.8344 3.4152
Br -0.4910 -4.4533 3.3670
C -1.4675 -1.5686 2.5258
C -2.8607 -1.1525 1.9871
P -3.9841 -0.3550 3.3277
C -3.3398 -0.6722 5.0302
O -5.4595 -1.1442 3.2664
O -2.8822 -0.0025 1.1435
C -1.9144 0.0298 0.1056
P -2.2140 1.7909 -0.5957
C -2.9199 1.4060 -2.2996
C -3.5894 2.6231 0.3249
C -4.3636 3.5072 -0.7148
C -0.4178 -0.1737 0.6315
C 0.2881 -0.4267 -0.7542
N 0.5366 0.7608 -1.5830
C 1.7040 0.5054 -2.4660
C -0.1087 1.1723 1.2896
C 0.9605 2.0063 0.9632
C 1.2350 3.2119 1.5842
C 0.4158 3.7005 2.5899
C -0.6615 2.9051 2.9519
C -0.8904 1.6956 2.3365
N -0.3011 -1.4338 1.5414
O -0.6390 -2.4165 0.5724
C 0.0478 -3.6223 0.2809
C 0.4718 -3.8202 -1.2065
C 1.5485 -4.9560 -1.1841
C -0.6804 -4.3124 -2.1282
C -0.5067 -3.5793 -3.5096
C -2.1154 -4.0207 -1.6347
C 0.9963 -1.6138 2.2654
Br 1.3132 -0.4666 3.8428
C 2.3432 -1.7800 1.5357
C 3.3017 -0.6169 1.1927
H -2.8565 -3.9000 1.1881
H -4.3640 -4.4357 1.8954
H -2.9612 -5.4488 2.1721
H -3.9083 -2.9331 3.6284
H -3.0030 -4.3016 4.1609
H -1.5629 -2.5456 4.4681
H -1.3042 -0.7340 3.2271
H -3.3842 -1.9226 1.4016
H -2.2779 -0.4362 5.1753
H -3.9746 -0.0986 5.7183
H -3.4791 -1.7306 5.3133
H -6.1080 -0.4253 3.2720
H -2.2121 -0.7321 -0.6355
H -2.3737 0.5097 -2.6401
H -3.9785 1.1280 -2.2156
H -2.7550 2.2256 -3.0015
H -3.1622 3.3385 1.0394
H -4.3422 1.9672 0.7749
H -3.7064 3.9481 -1.4745
H -5.0611 2.8525 -1.2586
H -4.9670 4.2751 -0.2183
H -0.3255 -1.0839 -1.3934
H 1.2432 -0.9619 -0.6901
H -0.2169 0.8551 -2.2567
H 2.6012 0.2253 -1.9032
H 1.8513 1.3343 -3.1652
H 1.4450 -0.3777 -3.0951
H 1.6657 1.7067 0.1895
H 2.1039 3.7967 1.2827
H 0.6072 4.6520 3.0833
H -1.3163 3.2470 3.7538
H -1.7480 1.1446 2.7165
H -0.6361 -4.4691 0.4645
H 0.9271 -3.9128 0.8698
H 1.0078 -2.9604 -1.6278
H 1.8543 -5.0774 -2.2308
H 2.4212 -4.5237 -0.6644
H 1.1836 -5.8732 -0.7152
H -0.5253 -5.3763 -2.3622
H 0.2580 -4.0432 -4.1440
H -0.3110 -2.5162 -3.3010
H -1.4504 -3.5966 -4.0759
H -2.4288 -4.8449 -0.9786
H -2.7823 -4.0947 -2.5037
H -2.2575 -3.0344 -1.1762
H 0.9164 -2.5632 2.8019
H 2.9552 -2.4193 2.1934
H 2.2700 -2.3874 0.6189
H 4.3153 -1.0523 1.1795
H 3.3750 0.2536 1.8760
H 3.1289 -0.2654 0.1668
C 6.1669 2.3408 1.4948
Br 6.6621 4.1997 1.5137
Br 4.2532 2.1279 1.6465
Br 6.8696 1.4250 -0.0518
H 6.6083 1.8775 2.3672
C -6.1609 -5.5022 -2.2193
Br -4.4792 -6.4424 -2.2108
Br -6.3992 -4.4710 -0.6057
Br -6.3568 -4.4184 -3.8038
H -6.9457 -6.2464 -2.2428
C 4.9730 -4.3952 -3.3870
Br 5.5765 -4.7421 -1.5885
Br 3.8803 -5.8325 -4.0624
Br 4.0697 -2.6935 -3.5267
H 5.8525 -4.3434 -4.0153
C 5.6081 -5.3665 -7.7458
Br 5.9003 -7.2439 -8.0622
Br 6.9792 -4.6144 -6.6118
Br 5.4273 -4.3795 -9.3900
H 4.6710 -5.2748 -7.2127
C -3.1952 6.8148 2.9885
Br -4.6113 7.9589 2.3557
Br -3.5073 4.9728 2.5109
Br -1.4602 7.4318 2.3998
H -3.2041 6.8678 4.0677
C -9.2095 -1.9277 -2.9477
Br -9.5856 -0.4585 -4.1374
Br -8.6305 -1.3125 -1.2141
Br -10.7004 -3.1407 -2.8105
H -8.3870 -2.4831 -3.3765
C -5.7727 4.5475 6.1895
Br -6.2614 3.8953 7.9339
Br -4.0477 5.4158 6.2140
Br -5.8607 3.1551 4.8563
H -6.5018 5.2974 5.9134
C 8.7756 8.1256 1.7494
Br 9.2868 9.9825 1.7504
Br 6.8623 7.9129 1.8754
Br 9.4913 7.1820 0.2258
H 9.2066 7.6759 2.6335
C 4.8973 6.8494 -1.7650
Br 3.7039 5.4587 -1.1488
Br 4.7903 7.0846 -3.6721
Br 4.6158 8.5009 -0.8148
H 5.9059 6.5234 -1.5422
C 1.2144 10.2842 1.0488
Br 1.1470 8.3737 0.7913
Br 2.5911 10.7805 2.3045
Br 1.3985 11.2189 -0.6256
H 0.2667 10.5811 1.4785
C 7.5879 4.3466 -6.0843
Br 7.5337 5.7273 -7.4270
Br 8.0338 5.0580 -4.3494
Br 5.9473 3.3315 -6.0355
H 8.3780 3.6622 -6.3612
C 2.1979 -9.2234 0.4965
Br 1.3503 -10.8165 1.1659
Br 1.8225 -8.9365 -1.3714
Br 1.7446 -7.6653 1.5436
H 3.2659 -9.3659 0.5909
*
```